A structure of composition C10H20F6NaO10S2 in a non-equilibrium geometry. Source: the OMol25 dataset; level of theory: ωB97M-V/def2-TZVPD.

Computed properties:
**Calculated total energy**: -2703.35639 hartree
**Highest occupied orbital energy**: -5.86 eV
**Energy relative to the best compared isomer or geometry (same formula, charge and spin)**: 2.386 eV

Geometry as ORCA input:
```
! RIJCOSX wB97M-V def2-TZVPD def2/J DEFGRID3
* xyz -1 1
Na 0.271 -0.168 -0.001
C -1.530 0.667 4.781
F -0.670 1.635 5.068
F -1.040 -0.445 5.398
F -2.711 0.836 5.376
S -1.849 0.362 2.793
O -1.879 1.754 2.234
O -0.722 -0.400 2.229
O -3.141 -0.375 2.664
C -3.442 -0.069 -3.300
F -3.486 -1.259 -3.826
F -2.596 0.645 -4.062
F -4.590 0.493 -3.421
S -2.941 -0.044 -1.427
O -2.852 1.402 -1.024
O -4.071 -0.635 -0.703
O -1.690 -0.803 -1.373
C 3.616 -0.706 -0.305
O 2.280 -1.198 -0.198
C 2.139 -2.585 -0.286
C 0.665 -3.211 -0.359
O -0.006 -2.759 0.875
C -1.367 -3.177 1.084
H 3.669 0.377 -0.194
H 4.082 -1.035 -1.234
H 4.115 -1.024 0.611
H 2.640 -3.077 0.547
H 2.654 -2.989 -1.158
H 0.632 -4.280 -0.570
H 0.105 -2.659 -1.114
H -1.888 -2.751 0.226
H -1.887 -2.734 1.933
H -1.504 -4.258 1.113
C 0.867 0.882 -3.256
O 0.580 1.378 -1.896
C 1.117 2.679 -1.610
C 1.058 2.965 -0.175
O 1.569 1.853 0.607
C 1.613 2.165 1.957
H 0.503 1.560 -4.028
H 0.300 -0.021 -3.485
H 1.948 0.822 -3.378
H 0.614 3.392 -2.263
H 2.159 2.639 -1.927
H 0.063 3.275 0.142
H 1.508 3.932 0.050
H 0.654 2.458 2.385
H 2.229 3.063 2.009
H 2.210 1.428 2.493
*
```

Here are the Löwdin charges for atoms 1 to 6, given in e: 0.365, -0.599, 0.119, 0.070, 0.107, 0.579